i | An isolated molecule of C3H4ClFO. Source: the OMol25 dataset; level of theory: wB97M-V/def2-TZVPD.

Computed properties:
* Kohn-Sham gap: 10.8 eV
* multiplicity: 1
* E_LUMO: 0.7 eV

Last column: Mulliken charge in e.
Positions of all 10 atoms, in Å:
1 O 1.558 0.813 1.422  -0.45
2 C 0.457 0.329 1.413  0.00
3 C -0.501 -0.043 0.313  -0.48
4 C 0.013 -0.273 -1.150  0.07
5 F 0.946 -1.263 -1.139  -0.24
6 Cl 0.668 1.007 -2.154  -0.17
7 H -0.026 0.124 2.308  0.38
8 H -1.271 0.738 0.177  0.32
9 H -0.983 -0.983 0.552  0.30
10 H -0.861 -0.448 -1.743  0.28

ii | An isolated molecule of C3H4ClFO. Source: the OMol25 dataset; level of theory: wB97M-V/def2-TZVPD.

Computed properties:
* Kohn-Sham gap: 11.3 eV
* multiplicity: 1
* E_LUMO: 0.9 eV

Last column: Mulliken charge in e.
Positions of all 10 atoms, in Å:
1 F -0.994 1.478 -0.301  -0.28
2 C -0.600 0.194 -0.041  0.68
3 Cl -2.218 -0.603 0.239  -0.21
4 C 0.278 -0.561 -0.898  -0.49
5 O 1.119 -0.856 0.110  -0.39
6 C 0.556 0.212 1.026  -0.39
7 H -0.272 -1.247 -1.639  0.33
8 H 0.534 0.218 -1.556  0.26
9 H 0.438 -0.129 2.079  0.27
10 H 1.159 1.294 0.981  0.22

Result of the stability comparison: ii is the least stable of them.

i | The ion C5H12NS with charge +1. Source: the OMol25 dataset; level of theory: wB97M-V/def2-TZVPD.

Computed properties:
* Kohn-Sham gap: 10.4 eV
* multiplicity: 1
* E_LUMO: -3.5 eV
* total charge: +1

Last column: Mulliken charge in e.
Positions of all 19 atoms, in Å:
1 C 0.717 -0.960 -1.971  -0.87
2 C 0.362 0.216 -1.382  -0.48
3 C -0.535 0.322 -0.198  0.43
4 N -1.328 1.713 -0.092  -0.25
5 S -1.792 -0.939 -0.171  -0.07
6 C 0.307 0.295 1.178  -1.04
7 C 1.197 -1.000 1.008  -1.01
8 H 1.409 -0.932 -2.811  0.30
9 H 0.495 -2.020 -1.627  0.32
10 H 0.691 1.170 -1.752  0.23
11 H -1.821 1.806 0.833  0.37
12 H -0.460 2.362 -0.094  0.44
13 H -2.126 1.794 -0.679  0.35
14 H -1.724 -1.130 1.141  0.17
15 H 0.959 1.157 1.247  0.50
16 H -0.290 0.158 2.022  0.53
17 H 1.704 -1.101 0.094  0.45
18 H 0.449 -1.893 1.312  0.26
19 H 1.785 -1.016 1.940  0.37

ii | The ion C5H12NS with charge +1. Source: the OMol25 dataset; level of theory: wB97M-V/def2-TZVPD.

Computed properties:
* Kohn-Sham gap: 9.2 eV
* multiplicity: 1
* E_LUMO: -5.2 eV
* total charge: +1

Last column: Mulliken charge in e.
Positions of all 19 atoms, in Å:
1 C -1.516 0.112 0.897  -0.64
2 C -1.620 0.773 -0.493  -0.36
3 C -0.830 -1.214 0.737  -0.58
4 C -0.672 -0.144 -1.309  -0.74
5 C 2.787 0.811 0.559  -0.83
6 N 0.021 -1.033 -0.466  0.04
7 S 1.697 -0.784 -0.058  0.10
8 H -0.950 0.769 1.464  0.28
9 H -2.536 -0.088 1.236  0.36
10 H -2.635 0.622 -0.603  0.29
11 H -1.472 1.874 -0.468  0.33
12 H -0.345 -1.546 1.641  0.41
13 H -1.634 -1.992 0.445  0.30
14 H -1.197 -0.726 -2.152  0.28
15 H -0.016 0.422 -1.940  0.40
16 H 2.005 1.477 0.260  0.33
17 H 3.073 0.554 1.574  0.34
18 H 3.709 0.926 0.101  0.41
19 H 2.132 -0.816 -1.425  0.28

Result of the stability comparison: ii is the least stable of them.

i | A cluster of 2 separate species, C5H12NS in total. Source: the OMol25 dataset; level of theory: wB97M-V/def2-TZVPD.

Computed properties:
* Kohn-Sham gap: 7.9 eV
* multiplicity: 1
* E_LUMO: -4.6 eV
* total charge: +1

Last column: Mulliken charge in e.
Positions of all 19 atoms, in Å:
1 C 1.745 -1.742 1.256  -1.17
2 C 0.877 -1.780 0.086  0.06
3 C -0.850 1.425 -0.486  0.76
4 C -1.267 2.659 -0.959  -1.29
5 C -1.584 0.940 0.730  -1.01
6 N 1.413 -2.261 -1.057  -0.34
7 S 0.379 0.503 -1.344  -0.27
8 H 1.359 -1.709 2.256  0.35
9 H 2.409 -0.889 1.439  0.31
10 H -0.068 -1.374 0.212  0.70
11 H -1.699 3.473 -0.273  0.33
12 H -2.242 2.628 -1.593  0.33
13 H -0.683 3.239 -1.627  0.42
14 H -1.355 1.672 1.489  0.33
15 H -1.421 -0.018 1.214  0.36
16 H -2.630 1.007 0.440  0.31
17 H 2.254 -2.819 -1.015  0.24
18 H 0.815 -2.285 -1.885  0.29
19 H 2.547 -2.668 1.117  0.28

ii | The ion C5H12NS with charge +1. Source: the OMol25 dataset; level of theory: wB97M-V/def2-TZVPD.

Computed properties:
* Kohn-Sham gap: 10.9 eV
* multiplicity: 1
* E_LUMO: -3.1 eV
* total charge: +1

Last column: Mulliken charge in e.
Positions of all 19 atoms, in Å:
1 C 0.775 -1.969 -0.456  -0.83
2 N -0.083 -0.808 -0.515  -0.05
3 C -1.059 -0.279 0.537  -0.29
4 S -2.796 -0.274 -0.036  -0.15
5 C 0.027 0.545 0.000  1.11
6 C 1.221 0.887 0.952  -1.67
7 C -0.145 1.767 -0.833  -1.57
8 H 1.581 -1.864 -1.244  0.31
9 H 1.333 -2.190 0.507  0.34
10 H 0.002 -2.881 -0.535  0.34
11 H -0.671 -0.938 -1.399  0.41
12 H -0.881 -0.648 1.566  0.39
13 H -3.155 -0.784 1.083  0.16
14 H 2.160 1.217 0.474  0.39
15 H 1.433 0.101 1.679  0.36
16 H 0.939 1.730 1.407  0.59
17 H -1.044 1.736 -1.594  0.31
18 H 0.752 1.990 -1.359  0.45
19 H -0.391 2.661 -0.232  0.41

iii | A cluster of 2 separate species, C5H12NS in total. Source: the OMol25 dataset; level of theory: wB97M-V/def2-TZVPD.

Computed properties:
* Kohn-Sham gap (spin up / spin down): 7.6 / 7.6 eV
* multiplicity: 1
* E_LUMO (spin up / spin down): -4.2 / -4.2 eV
* total charge: +1

Last column: Mulliken charge in e.
Positions of all 19 atoms, in Å:
1 C 1.722 1.054 0.170  -0.73
2 C 1.758 -1.127 1.900  -0.83
3 C -0.896 -0.212 -0.578  0.66
4 C -1.682 0.606 0.473  -1.09
5 C -0.956 0.433 -1.976  -1.15
6 N -0.278 -1.352 -0.331  -0.20
7 S 2.621 -0.242 0.772  0.22
8 H 2.275 1.431 -0.596  0.39
9 H 0.859 1.415 0.763  0.33
10 H 0.928 -0.695 2.470  0.33
11 H 2.470 -1.746 2.331  0.33
12 H -1.195 0.300 1.491  0.34
13 H -2.593 -0.026 0.249  0.43
14 H -1.809 1.646 0.247  0.37
15 H -0.421 1.329 -1.975  0.32
16 H -2.053 0.748 -2.049  0.33
17 H -0.673 -0.190 -2.814  0.45
18 H 0.117 -1.807 -1.175  0.26
19 H -0.195 -1.565 0.628  0.25

Result of the stability comparison: iii is the least stable of them.

i | An isolated molecule of C5H4S. Source: the OMol25 dataset; level of theory: wB97M-V/def2-TZVPD.

Computed properties:
* Kohn-Sham gap: 10.0 eV
* multiplicity: 1
* E_LUMO: 0.6 eV

Last column: Mulliken charge in e.
Positions of all 10 atoms, in Å:
1 C 3.562 -0.650 0.004  -0.27
2 C 2.356 -0.423 -0.007  -0.11
3 C 1.022 -0.067 -0.001  0.04
4 C -0.156 0.164 0.020  -0.11
5 C -1.528 0.638 -0.007  -0.46
6 S -2.564 -0.903 0.001  -0.23
7 H 4.623 -0.855 -0.007  0.41
8 H -1.778 1.161 0.898  0.28
9 H -1.740 1.223 -0.862  0.32
10 H -3.796 -0.289 -0.040  0.14

ii | An isolated molecule of C5H4S. Source: the OMol25 dataset; level of theory: wB97M-V/def2-TZVPD.

Computed properties:
* Kohn-Sham gap: 7.7 eV
* multiplicity: 1
* E_LUMO: -0.5 eV

Last column: Mulliken charge in e.
Positions of all 10 atoms, in Å:
1 C -0.522 2.206 0.917  -0.29
2 S -1.470 0.690 1.184  -0.04
3 C 0.147 1.495 -0.044  0.04
4 C 0.390 0.287 -0.712  -0.39
5 C 0.754 -0.906 0.155  -0.65
6 C -0.636 -0.514 -0.016  -0.12
7 H 0.531 0.076 -1.735  0.40
8 H 1.008 -1.709 -0.408  0.32
9 H 1.238 -0.518 0.973  0.30
10 H -1.439 -1.107 -0.315  0.43

Result of the stability comparison: ii is the least stable of them.